Here is C14H16AuN2O4Si as an isolated structure from the Open Molecules 2025 dataset. Energies are from ωB97M-V/def2-TZVPD.

Properties
Maximum force (eV/A): 0.89
Frontier orbital gap (eV): 7.75
Highest occupied orbital energy (eV): -4.9
Total charge: -1
Molecular weight (g mol⁻¹): 501.345
Calculated total energy (eV): -37522.5742

Last column: natural (NBO) charge in e.
Geometry (Å):
Au1 0.2307 -0.1055 -0.1321  0.282
C1 -2.8855 1.7647 2.0019  -0.651
C2 -1.4608 2.1596 2.1157  0.360
N1 -0.5503 1.9472 1.2022  -0.494
C3 0.6276 2.4470 1.6892  -0.057
C4 0.4045 2.9909 2.9397  0.031
N2 -0.9237 2.7980 3.1846  -0.501
C5 1.2647 3.6359 4.0022  0.756
O1 2.4909 3.7561 3.7203  -0.725
O2 0.6835 3.9673 5.0339  -0.706
C6 1.8734 2.3513 0.9067  0.780
O3 2.9359 2.8942 1.4199  -0.690
O4 1.8868 1.7856 -0.1838  -0.679
H1 -2.9812 1.0545 1.1869  0.245
H2 -3.5104 2.6303 1.7848  0.217
H3 -3.2302 1.3036 2.9248  0.220
H4 -1.3433 3.1215 4.0454  0.441
H5 2.7831 3.2943 2.4467  0.503
C7 -0.6418 -1.5155 2.9716  -1.098
Si1 0.3243 -1.8985 1.3452  1.041
C8 2.1026 -2.2728 1.9587  -1.111
C9 -0.3710 -3.5854 0.7789  -0.444
C10 -1.7150 -3.6992 0.4406  -0.148
C11 -2.2573 -4.8995 0.0206  -0.230
C12 -1.4543 -6.0249 -0.0789  -0.238
C13 -0.1102 -5.9298 0.2407  -0.221
C14 0.4198 -4.7227 0.6630  -0.215
H6 -0.4832 -2.2453 3.7631  0.219
H7 -1.7121 -1.4459 2.7969  0.216
H8 -0.3158 -0.5497 3.3471  0.226
H9 2.1519 -2.9966 2.7698  0.215
H10 2.5527 -1.3503 2.3117  0.238
H11 2.7240 -2.6352 1.1453  0.224
H12 -2.3405 -2.8206 0.5217  0.195
H13 -3.3080 -4.9639 -0.2277  0.196
H14 -1.8736 -6.9677 -0.4075  0.199
H15 0.5237 -6.8051 0.1648  0.199
H16 1.4688 -4.6645 0.9216  0.206